(1)
{
  "formula": "C29H44BrN3P2SSn",
  "method": "ωB97M-V/def2-TZVPD",
  "e_lumo_ev": -6.659,
  "homo_ev": -12.9,
  "largest_force_ev_per_a": 1.958,
  "e_tot_ha": -5164.3005,
  "charge": 2,
  "de_lowest_kj_mol": 0.0,
  "elements": ["C", "C", "C", "C", "N", "C", "C", "C", "C", "C", "C", "C", "C", "C", "Sn", "P", "H", "H", "H", "H", "H", "H", "H", "H", "C", "C", "H", "H", "H", "H", "H", "C", "C", "H", "H", "H", "H", "H", "C", "C", "H", "H", "H", "H", "H", "Br", "P", "C", "C", "H", "H", "H", "H", "H", "C", "C", "H", "H", "H", "H", "H", "C", "C", "H", "H", "H", "H", "H", "C", "N", "C", "C", "N", "C", "S", "H", "H", "H", "H", "H", "H"],
  "xyz": [[2.732, 4.508, -0.503], [1.553, 3.933, -1.013], [1.522, 3.549, -2.367], [2.713, 3.638, -3.112], [3.850, 4.085, -2.579], [3.868, 4.543, -1.322], [0.456, 3.576, -0.145], [-0.491, 3.293, 0.584], [-1.748, 2.782, 1.054], [-1.867, 1.750, 1.995], [-3.033, 0.941, 2.025], [-3.977, 1.222, 1.048], [-4.054, 2.500, 0.460], [-2.908, 3.278, 0.448], [-1.330, -0.936, 1.068], [1.450, -0.510, 0.125], [0.621, 3.145, -2.812], [2.770, 4.864, 0.522], [2.705, 3.312, -4.163], [4.798, 4.953, -0.914], [-2.874, 4.235, -0.060], [-1.157, 1.611, 2.787], [-4.976, 2.852, 0.016], [-3.150, 0.054, 2.663], [2.305, -2.156, 0.292], [3.525, -2.519, -0.546], [1.496, -2.877, 0.102], [2.552, -2.251, 1.360], [3.784, -3.567, -0.338], [3.349, -2.440, -1.624], [4.408, -1.921, -0.284], [1.779, 0.032, -1.621], [3.189, 0.365, -2.094], [1.128, 0.915, -1.729], [1.362, -0.756, -2.265], [3.167, 0.496, -3.184], [3.574, 1.305, -1.680], [3.914, -0.429, -1.889], [2.562, 0.637, 1.078], [4.079, 0.466, 1.094], [2.193, 0.536, 2.109], [2.308, 1.652, 0.738], [4.508, 1.232, 1.759], [4.402, -0.509, 1.480], [4.542, 0.621, 0.111], [-5.153, -0.274, 0.521], [-2.205, -1.775, -1.505], [-0.992, -2.510, -2.653], [-1.385, -3.844, -3.284], [-0.069, -2.638, -2.061], [-0.751, -1.773, -3.432], [-0.532, -4.220, -3.864], [-1.636, -4.596, -2.525], [-2.235, -3.747, -3.975], [-3.323, -3.082, -0.843], [-4.567, -3.377, -1.675], [-3.637, -2.749, 0.161], [-2.721, -3.992, -0.695], [-5.156, -4.144, -1.152], [-5.206, -2.490, -1.781], [-4.333, -3.769, -2.675], [-3.209, -0.547, -2.408], [-3.469, -0.874, -3.873], [-2.663, 0.405, -2.322], [-4.143, -0.401, -1.847], [-3.965, -0.014, -4.343], [-2.536, -1.060, -4.419], [-4.129, -1.745, -4.001], [0.523, -1.780, 6.062], [0.576, -0.528, 5.323], [0.523, 0.748, 5.867], [0.499, 1.633, 4.836], [0.566, 0.864, 3.678], [0.500, -0.469, 3.984], [0.231, -1.852, 3.024], [-0.483, -2.217, 6.005], [1.234, -2.496, 5.621], [0.783, -1.577, 7.095], [0.482, 0.920, 6.921], [0.455, 2.709, 4.824], [0.527, 1.250, 2.740]],
  "forces_ev_per_angstrom": [[-0.01, -0.38, -0.22], [0.47, -0.33, -0.16], [0.72, 0.08, 0.18], [-0.74, 0.17, 0.65], [0.29, 0.14, -0.16], [-0.90, -0.07, 0.04], [-1.52, 0.14, 1.13], [1.61, 0.29, -1.07], [0.27, 0.21, 0.21], [-1.02, 0.02, 0.30], [0.18, 0.78, -0.70], [-1.20, -0.54, 0.13], [0.08, -0.70, 0.07], [-0.31, -0.39, -0.01], [0.72, -0.29, -0.99], [1.69, 0.23, -0.74], [0.03, 0.03, 0.03], [0.03, -0.08, -0.15], [0.26, 0.23, 0.53], [-0.22, -0.21, -0.39], [-0.05, -0.17, -0.07], [0.01, 0.03, -0.27], [0.10, -0.19, -0.29], [0.01, 0.73, -0.05], [-0.76, -0.02, 0.41], [0.31, -0.15, -0.16], [0.23, -0.13, 0.10], [-0.18, -0.01, -0.25], [-0.10, 0.27, -0.05], [0.00, -0.02, 0.23], [-0.31, -0.11, -0.15], [-0.88, -0.15, 0.10], [0.45, 0.14, -0.14], [0.13, -0.20, -0.18], [-0.06, 0.18, 0.11], [-0.03, 0.00, 0.23], [-0.19, -0.24, -0.02], [-0.23, 0.29, -0.03], [-0.80, 0.10, 0.46], [0.49, -0.03, -0.12], [0.42, 0.14, -0.27], [-0.05, -0.16, 0.09], [-0.18, -0.25, -0.15], [-0.18, 0.22, -0.09], [-0.21, -0.13, 0.34], [0.31, 1.41, 0.85], [0.15, 0.00, 0.51], [0.30, -0.20, -0.05], [0.05, -0.24, -0.34], [-0.24, -0.03, -0.23], [-0.10, -0.07, 0.26], [-0.26, -0.01, 0.13], [0.08, 0.17, -0.24], [0.23, 0.02, 0.25], [0.15, 0.02, -0.14], [-0.36, -0.40, 0.00], [0.15, -0.09, -0.26], [-0.12, 0.24, -0.03], [0.07, 0.22, -0.23], [0.18, -0.20, -0.02], [-0.02, 0.17, 0.32], [-0.04, 0.24, 0.06], [-0.26, 0.01, -0.37], [-0.07, -0.15, -0.08], [0.36, -0.12, -0.29], [0.12, -0.24, 0.02], [-0.27, 0.06, 0.06], [0.26, 0.27, 0.09], [-0.01, -0.54, -0.02], [-0.42, 0.27, 0.02], [0.04, 0.28, -0.71], [0.30, -0.76, 0.36], [-0.35, -0.39, 0.07], [0.18, 0.84, 0.25], [0.70, -0.32, 0.36], [0.27, 0.18, 0.03], [-0.25, 0.36, 0.26], [0.02, -0.04, 0.03], [0.10, -0.02, 0.25], [0.10, -0.07, -0.02], [0.31, -0.31, 0.39]]
}

=====

(2)
{
  "formula": "C29H44BrN3P2Sn",
  "method": "ωB97M-V/def2-TZVPD",
  "e_lumo_ev": [-14.119, -14.309],
  "homo_ev": [-18.0, -18.0],
  "largest_force_ev_per_a": 4.357,
  "e_tot_ha": -4764.9746,
  "charge": 4,
  "elements": ["C", "C", "C", "C", "N", "C", "C", "C", "C", "C", "C", "C", "C", "C", "Sn", "P", "H", "H", "H", "H", "H", "H", "H", "H", "C", "C", "H", "H", "H", "H", "H", "C", "C", "H", "H", "H", "H", "H", "C", "C", "H", "H", "H", "H", "H", "Br", "P", "C", "C", "H", "H", "H", "H", "H", "C", "C", "H", "H", "H", "H", "H", "C", "C", "H", "H", "H", "H", "H", "C", "C", "N", "C", "C", "N", "H", "H", "H", "H", "H", "H"],
  "xyz": [[-2.870, -0.666, 5.229], [-2.425, -1.498, 4.183], [-3.405, -2.002, 3.301], [-4.619, -1.307, 3.212], [-4.926, -0.310, 4.053], [-4.092, -0.003, 5.058], [-1.041, -1.800, 3.994], [0.120, -2.074, 3.683], [1.453, -2.466, 3.384], [2.549, -1.707, 3.816], [3.561, -1.404, 2.897], [3.522, -2.142, 1.725], [2.743, -3.262, 1.505], [1.667, -3.434, 2.373], [4.022, -0.619, -0.008], [-0.631, 1.238, 0.278], [-3.251, -2.863, 2.658], [-2.285, -0.469, 6.122], [-5.342, -1.522, 2.415], [-4.381, 0.831, 5.714], [0.956, -4.208, 2.195], [2.556, -1.248, 4.803], [2.886, -3.923, 0.648], [4.239, -0.560, 3.042], [-0.710, 2.766, -0.783], [-2.062, 3.414, -1.058], [-0.262, 2.441, -1.737], [-0.016, 3.499, -0.344], [-1.922, 4.245, -1.764], [-2.774, 2.717, -1.513], [-2.521, 3.841, -0.158], [-2.276, 0.400, 0.035], [-3.515, 0.999, 0.683], [-2.111, -0.608, 0.450], [-2.423, 0.271, -1.051], [-4.376, 0.345, 0.487], [-3.409, 1.075, 1.771], [-3.772, 1.988, 0.290], [-0.730, 1.887, 2.015], [-1.514, 3.170, 2.261], [0.323, 2.051, 2.302], [-1.098, 1.064, 2.650], [-1.411, 3.454, 3.317], [-1.138, 4.001, 1.654], [-2.586, 3.061, 2.065], [4.973, -0.077, -2.351], [0.196, -1.130, -3.187], [-1.433, -0.612, -3.842], [-1.533, -0.507, -5.355], [-1.591, 0.381, -3.384], [-2.191, -1.287, -3.421], [-2.532, -0.147, -5.616], [-0.815, 0.213, -5.759], [-1.391, -1.474, -5.852], [1.494, -1.039, -4.506], [2.030, -2.325, -5.125], [2.320, -0.489, -4.025], [1.082, -0.390, -5.284], [2.917, -2.085, -5.720], [2.348, -3.071, -4.392], [1.298, -2.781, -5.801], [0.154, -2.935, -2.837], [-0.730, -3.748, -3.762], [-0.190, -3.003, -1.795], [1.189, -3.303, -2.843], [-0.771, -4.775, -3.384], [-1.754, -3.363, -3.778], [-0.347, -3.800, -4.789], [3.550, 2.205, 2.534], [3.675, 2.428, 1.088], [3.250, 1.644, 0.078], [3.367, 2.429, -1.075], [4.026, 3.576, -0.772], [4.193, 3.562, 0.599], [4.335, 1.540, 2.919], [3.640, 3.167, 3.051], [2.570, 1.778, 2.774], [2.977, 2.113, -2.027], [4.406, 4.354, -1.400], [4.581, 4.286, 1.186]],
  "forces_ev_per_angstrom": [[0.07, 0.83, -0.42], [-0.63, -0.46, 0.63], [-0.17, 0.75, -0.60], [0.28, -0.05, 0.79], [0.28, 0.46, -0.29], [-0.23, -0.70, -0.30], [1.53, -1.02, -0.44], [-1.52, -0.23, 1.42], [-0.58, 0.03, -0.54], [0.43, 0.56, 0.13], [-0.46, 0.39, -0.08], [0.67, 0.92, -0.01], [-0.49, -0.08, -1.24], [0.78, 0.92, -0.05], [0.36, 0.81, -1.09], [-3.50, 2.46, 0.79], [0.38, 0.28, -0.12], [0.29, 0.19, -0.37], [0.18, -0.14, 0.55], [-0.02, -0.65, -0.14], [-0.33, -0.52, -0.05], [-0.14, 0.20, -0.28], [-0.11, 0.16, 0.30], [-0.14, -0.60, 0.31], [1.52, -0.41, -0.52], [-0.77, 0.02, 0.13], [-0.05, 0.31, 0.09], [-0.06, -0.30, -0.10], [0.16, -0.28, 0.14], [0.16, 0.19, 0.05], [0.16, -0.19, -0.28], [0.97, -1.43, -0.67], [-0.32, 0.72, 0.53], [-0.19, 0.10, -0.14], [0.13, 0.05, 0.28], [0.35, 0.00, -0.02], [-0.10, -0.11, -0.23], [0.10, -0.32, 0.13], [1.32, -1.06, 0.44], [-0.48, 0.56, -0.37], [-0.29, -0.02, 0.13], [0.14, 0.12, -0.24], [0.13, -0.18, -0.24], [-0.06, -0.11, 0.23], [0.34, 0.00, 0.04], [-0.64, -0.84, 1.77], [0.10, -2.22, -2.41], [-0.18, 0.84, 1.02], [0.20, -0.08, -0.60], [-0.26, -0.22, -0.25], [0.24, 0.13, 0.05], [0.11, -0.06, 0.12], [-0.22, -0.12, 0.00], [0.01, 0.21, 0.14], [0.31, 1.21, 0.53], [-0.05, -0.53, -0.12], [-0.09, -0.02, -0.33], [0.18, 0.10, 0.17], [-0.20, 0.12, 0.07], [-0.03, 0.13, -0.17], [0.19, 0.09, 0.18], [0.32, 0.47, 1.66], [-0.46, -0.17, -0.58], [-0.09, -0.32, -0.16], [-0.26, 0.22, 0.06], [0.02, 0.17, 0.00], [0.15, -0.20, -0.07], [-0.13, 0.10, 0.33], [0.09, -0.30, 0.68], [0.78, 0.38, -0.02], [-0.20, -0.64, 0.14], [0.69, -0.01, -0.23], [-0.45, -0.42, 0.03], [-0.53, -0.72, -0.07], [-0.16, 0.27, 0.04], [0.02, -0.29, 0.03], [0.22, 0.02, 0.00], [0.28, -0.08, -0.02], [-0.12, 0.38, -0.12], [0.09, 0.24, -0.11]]
}